36
Properties=species:S:1:pos:R:3:mulliken_charge:R:1 method="wB97M-V/def2-TZVPD" total_charge=+1 relative_energy_kcal_mol=9.5 e_lumo_ev=-2.58
C -1.79850 1.06843 0.32488 -1.295
C -0.76899 0.33379 -0.49874 0.937
C -0.11048 -0.78170 0.27278 -1.328
C -0.84488 -2.09826 0.41012 0.168
C -0.75323 -3.04430 -0.48709 -0.902
C -2.46257 -2.96067 1.95147 -0.322
N -1.52391 -2.14516 1.67747 -0.332
N 0.29275 1.28208 -0.94790 -0.112
H -2.69114 1.28157 -0.24174 0.368
H -1.85159 0.61225 1.26169 0.381
H -1.55901 2.08922 0.64016 0.353
H -1.07429 -0.19715 -1.48077 0.402
H 0.86883 -1.07001 -0.32144 0.411
H 0.21617 -0.54295 1.26326 0.510
H -1.12463 -4.04962 -0.19158 0.240
H -0.19846 -3.04613 -1.44020 0.294
H -2.83793 -2.83112 2.94897 0.293
H -2.86550 -3.70860 1.18628 0.197
H 0.76033 1.68209 -0.09845 0.281
H 1.16072 0.76759 -1.31388 0.216
H 0.01750 1.86979 -1.71849 0.371
H 3.88880 0.07762 -3.36870 0.287
H 3.44729 1.40351 -3.18025 0.304
O 3.07325 0.47699 -3.06928 -0.596
H -1.59413 0.61409 3.74774 0.250
H -1.00589 -0.43812 2.48445 0.348
O -1.00295 0.46139 2.99772 -0.650
H -0.27084 0.21221 -3.82276 0.265
H 1.18735 -0.35362 -3.71001 0.267
O 0.47573 0.06009 -3.27423 -0.532
H 3.72583 2.48217 0.38620 0.323
H 2.46080 1.98446 0.98111 0.379
O 3.09674 1.78702 0.27154 -0.624
H 0.49339 1.45038 2.32212 0.297
H 0.40684 3.05605 2.24313 0.340
O 0.76663 2.21459 1.79442 -0.788



16
Properties=species:S:1:pos:R:3:mulliken_charge:R:1 method="wB97M-V/def2-TZVPD" relative_energy_kcal_mol=68.4 e_lumo_ev=1.13 smiles=C[C@H]1N[C@H]1[C@H]1CO1
C 0.88326 1.40269 1.06222 -1.222
C -0.54788 0.91866 1.00383 0.076
N -1.27624 0.92453 -0.26856 -0.709
C -0.95863 -0.35545 0.35691 -0.166
C 0.01200 -1.32422 -0.25179 0.002
C 0.20627 -1.44586 -1.70000 -0.443
O 1.17851 -0.81391 -0.87935 -0.437
H 1.43248 0.92043 1.87864 0.288
H 0.89984 2.48526 1.23200 0.338
H 1.41051 1.18302 0.13132 0.317
H -1.16407 1.24840 1.84066 0.377
H -0.60902 1.10765 -1.01789 0.298
H -1.83441 -0.86280 0.76423 0.398
H 0.18314 -2.21764 0.35251 0.418
H 0.51517 -2.39516 -2.13436 0.261
H -0.33091 -0.77561 -2.37038 0.204



164
Properties=species:S:1:pos:R:3:lowdin_spin:R:1 method="wB97M-V/def2-TZVPD" relative_energy_kcal_mol=0.0 e_lumo_ev="0.38 / 0.37" multiplicity=3
Pt 0.22187 0.61025 0.42001 1.416
B -0.02229 1.71376 2.47954 0.047
H -0.50390 2.60571 2.10978 -0.001
H 0.97758 1.57891 2.09703 0.015
H 0.05798 1.91575 3.53642 0.017
H -0.62449 0.83959 2.28607 0.014
B 1.19620 -1.47153 0.93741 0.039
H 0.64348 -0.97689 1.72104 0.012
H 1.66979 -0.70342 0.34582 0.012
H 1.95561 -2.09849 1.37837 0.013
H 0.54197 -2.09678 0.34981 0.000
C 0.09401 4.45979 -1.72566 0.005
C 0.46346 3.05475 -1.20857 0.002
C 1.84985 2.93795 -0.48850 0.007
O 2.03947 1.59485 -0.05227 0.063
C 3.39918 1.36119 0.35421 0.010
N -0.59447 2.58501 -0.33299 0.096
H 0.05884 5.23881 -0.96408 0.000
H -0.82407 4.55080 -2.30613 0.000
H 0.95651 4.73137 -2.33429 0.001
H 0.46448 2.45342 -2.11769 0.000
H 1.83377 3.62911 0.35420 0.000
H 2.59945 3.22068 -1.22760 0.002
H 4.15033 1.44199 -0.43150 0.002
H 3.51153 0.39824 0.85241 0.001
H 3.67678 2.07262 1.13197 0.001
H -0.54262 3.28488 0.39337 0.002
H -1.49309 2.82624 -0.72590 0.003
C 2.07571 0.91222 5.94027 0.000
C 2.16744 -0.19997 4.96215 0.000
C 2.81170 -1.46179 5.52288 0.000
O 2.95863 -2.56351 4.58139 0.000
C 4.05419 -2.38879 3.64701 0.000
N 0.83363 -0.42865 4.45793 0.000
H 1.42309 0.69331 6.78541 0.000
H 1.94952 1.90656 5.51195 0.000
H 3.04347 1.03505 6.42653 0.000
H 2.75550 0.15020 4.11382 0.000
H 2.19601 -1.89520 6.31103 0.000
H 3.70934 -1.30004 6.11968 0.000
H 3.98647 -1.42577 3.14094 0.000
H 4.05419 -3.17256 2.88952 0.000
H 5.01843 -2.41000 4.15484 0.000
H 0.50013 0.42403 4.03156 0.001
H 0.90320 -1.09421 3.70143 0.000
C -2.25558 -1.49325 2.38168 0.000
C -2.22183 -1.38060 0.89383 0.004
C -3.56949 -1.86321 0.22624 0.004
O -3.82861 -1.48681 -1.11822 0.001
C -4.64112 -2.40368 -1.90345 0.000
N -1.96544 -0.02297 0.49349 0.093
H -2.46866 -2.55441 2.51066 0.000
H -3.05097 -0.90381 2.83776 0.000
H -1.28215 -1.27222 2.81950 0.001
H -1.44421 -1.97456 0.41360 0.000
H -4.39401 -1.45899 0.81351 0.000
H -3.65428 -2.94616 0.31646 0.001
H -5.69889 -2.26809 -1.67798 0.000
H -4.37936 -3.45540 -1.78736 0.000
H -4.40735 -2.09103 -2.92115 0.000
H -2.56918 0.54543 1.07012 0.002
H -2.43775 -0.07546 -0.39772 0.002
C -1.47517 0.51936 -2.98662 -0.001
C -0.80199 -0.76164 -2.45795 0.005
C -0.25829 -1.56146 -3.69719 0.006
O 0.44913 -0.77094 -4.68402 0.000
C 0.67828 -1.49649 -5.85634 0.000
N 0.35188 -0.22220 -1.72678 0.087
H -0.81356 1.09724 -3.63192 0.000
H -1.71528 1.22314 -2.18967 0.000
H -2.34565 0.27637 -3.59598 0.000
H -1.39092 -1.38840 -1.78830 0.000
H -1.12719 -2.04364 -4.14509 0.001
H 0.43882 -2.35469 -3.42716 0.000
H -0.18601 -1.95685 -6.33505 0.000
H 1.33606 -2.33939 -5.64430 0.000
H 1.25385 -0.94883 -6.60258 0.000
H 0.89990 0.21648 -2.45295 0.003
H 0.90954 -1.05395 -1.59518 0.000
C 2.72608 -3.94459 -2.39674 0.000
C 2.45361 -4.55866 -0.98786 0.000
C 3.40215 -4.09468 0.10480 0.001
O 4.62551 -4.79706 -0.18485 0.000
C 5.61389 -4.56385 0.76630 0.000
N 1.12387 -4.18018 -0.72142 0.000
H 2.00300 -4.20077 -3.17110 0.000
H 3.68225 -4.11163 -2.89265 0.000
H 2.62030 -2.88519 -2.16310 0.000
H 2.44876 -5.64164 -1.11124 0.000
H 3.10117 -4.31023 1.13001 0.000
H 3.54431 -3.01982 -0.00726 0.000
H 6.60282 -4.71666 0.33414 0.000
H 5.37136 -5.21221 1.60826 0.000
H 5.67696 -3.53711 1.12677 0.000
H 1.06297 -3.18206 -0.57952 0.000
H 0.89619 -4.42184 0.23244 0.000
C -5.15866 2.25168 4.00832 0.000
C -4.33608 2.91553 2.90003 0.000
C -3.48426 4.18678 3.36702 0.000
O -2.90507 4.83837 2.18486 0.000
C -2.21624 6.02335 2.38560 0.000
N -3.41135 1.91984 2.34988 0.001
H -6.06275 2.78925 4.29420 0.000
H -4.54530 2.22843 4.90907 0.000
H -5.50660 1.23699 3.81487 0.000
H -4.98601 3.31464 2.12131 0.000
H -2.68153 3.86091 4.02848 0.000
H -4.08051 4.84160 4.00248 0.000
H -2.77670 6.95603 2.44946 0.000
H -1.50014 6.10514 1.56791 0.000
H -1.64027 5.97305 3.30963 0.000
H -2.80146 1.56209 3.07110 0.000
H -2.74444 2.42872 1.78743 0.000
C -3.43459 5.85981 -1.24783 0.000
C -3.91084 4.43875 -1.48636 0.000
C -3.61568 3.99789 -2.99746 0.000
O -4.00390 4.95260 -3.93620 0.000
C -5.40133 5.03473 -4.07131 0.000
N -3.26051 3.47545 -0.55302 0.001
H -3.96770 6.57515 -1.87408 0.000
H -2.38044 6.06780 -1.43110 0.000
H -3.64479 6.15683 -0.22036 0.000
H -4.98677 4.51776 -1.33073 0.000
H -4.09421 3.02268 -3.08739 0.000
H -2.58652 3.65783 -3.11276 0.000
H -5.89785 4.07623 -4.22247 0.000
H -5.63672 5.65183 -4.93842 0.000
H -5.94852 5.36286 -3.18756 0.000
H -3.24176 3.81253 0.39889 0.000
H -3.87629 2.68544 -0.42337 0.000
C 3.92591 -0.47591 -2.93131 0.000
C 3.81532 0.89537 -3.57043 0.000
C 4.31018 1.00341 -5.02679 0.000
O 4.34760 2.40161 -5.37514 0.000
C 4.96260 2.65253 -6.58814 0.000
N 2.38513 1.16088 -3.52039 0.000
H 3.43028 -0.56099 -1.96425 0.000
H 4.93844 -0.83874 -2.75458 0.000
H 3.50696 -1.18154 -3.64872 0.000
H 4.28110 1.66160 -2.95072 0.000
H 3.73456 0.40943 -5.73669 0.000
H 5.33689 0.63834 -5.05311 0.000
H 6.04477 2.52330 -6.57094 0.000
H 4.77693 3.72371 -6.66685 0.000
H 4.49800 2.17682 -7.45183 0.000
H 2.14446 2.07473 -3.87683 0.000
H 1.86085 0.58016 -4.15914 0.000
C 0.20366 -5.46629 4.12747 0.000
C 0.39351 -4.75307 2.80426 0.000
C -0.91087 -4.93436 2.01710 0.000
O -1.02973 -6.30592 1.61948 0.000
C -2.10789 -6.53394 0.70352 0.000
N 0.67195 -3.34120 3.08714 0.002
H 0.24717 -6.53157 3.90077 0.000
H -0.81748 -5.28108 4.46072 0.000
H 0.99917 -5.05929 4.75166 0.000
H 1.21696 -5.17577 2.22864 0.000
H -0.94823 -4.25358 1.16665 0.000
H -1.74515 -4.67821 2.67014 0.000
H -3.03822 -6.66224 1.25682 0.000
H -2.03204 -7.41433 0.06535 0.000
H -2.09644 -5.72517 -0.02714 0.000
H 1.58650 -3.28533 3.51209 0.000
H 0.74598 -2.71282 2.29990 0.001



57
Properties=species:S:1:pos:R:3:mulliken_charge:R:1 method="wB97M-V/def2-TZVPD" total_charge=+2 e_lumo_ev=-6.26
La -18.39899 1.23110 8.23621 1.864
C -18.30687 -2.09281 7.34585 -1.358
C -18.85175 -1.49142 6.00791 -0.143
C -17.84995 -0.59778 5.35507 0.301
C -16.68624 -1.08415 4.76504 -0.735
C -15.73922 -0.17952 4.35138 -0.096
C -15.89785 1.17651 4.55234 -0.906
C -17.08291 1.57434 5.19485 -0.169
N -18.05348 0.73652 5.58668 -0.395
N -18.71958 -1.33557 8.54315 0.544
C -17.84290 -1.59275 9.74032 -1.127
C -16.47596 -0.95956 9.73624 0.656
C -15.57388 -1.36181 10.74753 -1.068
C -14.35742 -0.67657 10.87158 -0.458
C -14.14474 0.34759 9.92236 -0.808
C -15.05498 0.65681 8.92274 -0.201
N -16.26958 0.09409 8.88728 0.330
C -20.19163 -1.55624 8.91199 -1.505
C -21.01357 -0.30581 8.79757 1.250
C -22.06340 0.00300 9.67998 -0.836
C -22.83709 1.16979 9.49801 -0.438
C -22.60895 1.92312 8.28416 -0.710
C -21.68636 1.43565 7.36999 -0.525
N -20.79182 0.48490 7.70370 0.003
H -17.22940 -1.95280 7.23902 0.484
H -18.54657 -3.15519 7.45985 0.444
H -19.77967 -0.87021 6.30044 -0.070
H -19.24084 -2.29719 5.26488 0.449
H -16.48994 -2.12284 4.72450 0.508
H -14.79169 -0.59012 3.94095 0.379
H -14.99152 1.82385 4.35408 0.369
H -17.38280 2.55776 5.52242 0.713
H -17.58794 -2.62851 9.87470 0.506
H -18.28295 -1.17599 10.60621 0.602
H -15.82423 -2.25727 11.27148 0.495
H -13.58575 -1.09577 11.61894 0.372
H -13.18898 0.85547 9.88487 0.449
H -14.85328 1.37568 8.11525 0.430
H -20.24252 -1.98009 9.94236 0.520
H -20.46167 -2.32595 8.23440 0.371
H -22.13032 -0.62248 10.54951 0.484
H -23.59490 1.36754 10.26585 0.436
H -23.03759 2.91529 8.17614 0.473
H -21.59932 1.87724 6.38891 0.552
Cl -19.12021 2.75155 10.75621 -0.316
C -18.03122 3.92071 9.97623 1.324
C -17.47336 3.57405 8.73605 -1.630
C -16.59502 4.52078 8.24876 0.830
Cl -15.53551 4.28573 6.93330 -0.208
C -16.45533 5.78977 8.80336 0.106
Cl -15.85559 7.05378 7.89193 -0.157
C -17.03135 6.07811 10.05960 0.256
Cl -16.69049 7.58079 10.80428 -0.128
C -17.74837 5.04338 10.67748 -0.251
Cl -18.31912 5.22618 12.32103 -0.161
O -19.74049 4.59226 6.83042 -0.298
C -19.38307 3.52572 7.22308 0.199